C26H29CrN2O4 | ωB97M-V/def2-TZVPD

```
62
Properties=species:S:1:pos:R:3:forces:R:3:lowdin_spin:R:1
C 0.572 1.951 1.539 0.19 1.03 -1.20 -0.029
C 1.970 2.242 1.272 -0.92 1.27 -0.38 -0.016
C 2.083 2.682 -0.078 -0.21 0.05 0.76 0.077
H 2.735 2.304 2.047 -0.20 -0.27 -0.44 0.000
C 0.800 2.595 -0.695 -0.46 0.02 1.31 0.009
C -0.149 2.179 0.286 1.33 1.24 0.60 0.023
H -1.228 2.223 0.156 0.34 -0.48 -0.02 0.003
H 0.138 1.769 2.519 0.18 -0.11 -0.38 0.001
H 2.991 3.071 -0.538 -0.26 -0.52 0.02 0.005
H 0.540 2.850 -1.721 0.22 -0.20 0.31 0.000
C 3.362 -1.205 0.110 -0.27 0.31 1.33 0.026
C 3.201 -0.502 1.344 0.05 -1.77 -0.48 0.013
C 1.958 -0.927 1.959 0.41 -0.85 -1.26 -0.043
H 3.942 0.098 1.862 -0.15 0.04 -0.37 0.002
C 1.340 -1.888 1.027 2.30 0.09 0.32 -0.022
C 2.191 -1.995 -0.121 -0.31 0.30 1.59 0.007
H 1.946 -2.608 -0.985 0.22 0.34 0.14 0.001
H 4.265 -1.195 -0.494 -0.49 0.34 -0.16 0.003
H 1.645 -0.681 2.968 0.02 -0.13 -0.49 0.001
H 0.481 -2.519 1.204 -0.03 0.45 -0.02 0.000
Cr 1.182 0.271 0.370 -0.93 -1.43 -1.24 2.886
O 2.084 0.206 -1.694 -0.12 -0.24 0.21 0.145
C 2.265 0.910 -2.865 -0.25 -0.06 0.65 0.051
C 1.091 0.767 -3.757 -0.27 0.76 0.64 0.467
H 2.340 2.003 -2.674 0.45 -0.03 -0.14 0.011
H 3.170 0.579 -3.423 -0.08 0.19 0.26 0.003
H 0.206 1.344 -3.483 0.14 -0.03 -0.30 0.023
H -0.276 1.202 -5.989 0.17 -0.35 -0.11 0.005
C 0.271 0.254 -6.009 0.17 -0.32 0.48 0.103
C 1.048 -0.086 -4.853 -0.30 -1.16 -1.44 0.054
C 1.760 -1.337 -4.871 -0.19 0.74 0.04 0.100
H 2.320 -1.598 -3.966 -0.20 -0.01 -0.41 0.005
C 1.671 -2.179 -5.969 -0.04 0.22 -0.08 -0.006
H 2.183 -3.142 -5.958 -0.11 0.23 0.00 -0.003
C 0.928 -1.803 -7.100 0.03 0.09 0.06 0.116
H 0.889 -2.461 -7.968 -0.01 0.13 0.19 0.008
C 0.241 -0.580 -7.115 0.07 -0.15 0.13 -0.007
H -0.327 -0.286 -7.998 0.11 -0.10 0.18 -0.003
C -1.693 1.506 4.480 0.24 0.22 0.33 0.000
C -2.656 1.224 3.330 -0.05 0.27 -0.11 0.000
C -2.671 -0.219 2.778 0.54 -0.17 -0.94 -0.001
C -3.145 -1.299 3.748 -0.13 -0.51 0.31 0.000
C -2.359 -1.519 5.028 0.35 -0.38 0.53 0.000
C -3.668 -0.267 1.622 0.23 0.19 -0.22 0.000
O -4.874 -0.144 1.768 0.72 -0.07 -0.23 0.000
N -3.102 -0.479 0.374 -1.40 0.17 -0.67 -0.001
C -1.755 -0.436 -0.031 1.03 0.25 0.74 0.001
O -1.465 -0.408 -1.218 -0.45 -0.02 0.97 0.009
N -0.816 -0.428 0.995 -0.83 0.38 -1.28 -0.024
C -1.222 -0.583 2.283 0.00 -0.47 1.06 -0.001
O -0.465 -0.998 3.170 -0.35 0.73 -1.12 0.000
H -2.064 1.116 5.434 0.14 0.15 -0.28 0.000
H -1.578 2.591 4.612 -0.02 -0.21 -0.13 0.000
H -0.699 1.075 4.301 -0.31 0.09 0.14 0.000
H -3.677 1.472 3.652 0.16 -0.06 -0.23 0.000
H -2.393 1.901 2.497 -0.19 -0.21 0.19 0.000
H -4.197 -1.121 4.003 0.15 0.02 -0.30 0.000
H -3.078 -2.249 3.190 -0.31 0.21 0.12 0.000
H -2.399 -0.681 5.731 -0.10 -0.26 -0.17 0.000
H -2.770 -2.396 5.541 -0.06 0.08 0.01 0.000
H -1.312 -1.722 4.781 -0.46 0.07 0.41 0.000
H -3.770 -0.446 -0.409 0.52 -0.10 0.57 0.000
```
Forces are in eV/Å.

Its energy above the lowest of the compared OMol25 structures with the same formula, charge and spin is 0.000 eV. Its LUMO energy (alpha / beta) is 2.814 / 2.791 eV. The HOMO energy (alpha / beta) comes out at -0.137 / -0.164 Eh. The calculation puts the frontier orbital gap (alpha / beta) at 6.6 / 7.2 eV. As for the net charge: -1. The spin multiplicity is 5. The value obtained for the electronic energy is -67023.3307 eV.

C46H125N7O16 | ωB97M-V/def2-TZVPD

```
194
Properties=species:S:1:pos:R:3:forces:R:3:mulliken_charge:R:1
C -1.590 4.262 6.209 0.95 -2.07 -0.30 -1.178
C -2.158 4.758 4.871 -1.37 -1.62 1.26 1.166
C -3.082 3.662 4.173 1.05 -0.51 -0.61 -1.129
O -2.187 2.702 3.668 2.65 0.42 0.45 0.167
C -2.475 1.551 2.969 -1.30 -0.75 -0.08 -0.206
N -2.965 5.864 5.238 -1.31 2.38 -0.10 -0.786
H -0.827 4.896 6.661 0.22 0.13 -0.47 0.463
H -1.198 3.256 6.057 0.74 0.06 -0.07 -0.295
H -2.266 4.060 7.040 -0.93 0.48 -0.38 0.396
H -1.354 5.088 4.213 -0.11 -0.28 -0.21 -0.058
H -3.685 3.964 3.316 -0.11 1.04 0.14 0.409
H -3.765 3.154 4.854 -0.14 0.27 0.62 0.425
H -2.621 1.661 1.894 -0.23 0.58 -0.14 -0.136
H -3.367 1.083 3.386 -0.28 -0.30 -0.10 0.443
H -1.678 0.810 3.032 0.30 0.26 0.50 -0.387
H -3.730 5.591 5.838 -0.51 -0.60 -0.31 0.305
H -2.456 6.393 5.932 0.46 0.59 -0.25 0.281
C 4.365 -4.426 -3.541 -0.28 1.48 1.93 -1.244
C 3.105 -3.635 -4.032 2.29 -1.55 0.46 0.786
C 3.344 -2.139 -4.084 -1.11 1.50 1.06 -0.717
O 2.106 -1.449 -4.471 1.37 -2.93 0.32 0.134
C 2.065 -0.077 -4.573 -1.00 0.46 -0.61 -1.110
N 2.946 -4.233 -5.316 -1.39 1.19 -1.92 -0.793
H 4.268 -5.512 -3.546 -0.46 0.23 -0.09 0.412
H 4.513 -4.072 -2.521 0.29 -0.47 0.39 0.071
H 5.307 -4.186 -4.034 -0.25 0.25 -0.58 0.337
H 2.230 -3.900 -3.439 0.12 0.28 0.34 0.091
H 4.213 -1.804 -4.650 -0.05 -0.38 -0.88 0.537
H 3.609 -1.770 -3.094 -0.16 -0.05 0.56 0.122
H 2.751 0.474 -3.930 0.10 -0.03 0.03 0.335
H 1.021 0.128 -4.339 0.05 0.61 0.44 0.174
H 2.130 0.203 -5.624 0.70 0.39 -0.17 0.364
H 3.664 -3.758 -5.844 0.86 -0.56 -0.61 0.364
H 2.188 -3.671 -5.676 -1.11 -0.41 -0.77 0.223
C 0.171 -2.072 -8.062 0.11 0.52 -0.27 -1.353
C -1.326 -2.053 -8.396 1.76 -1.49 -0.10 0.638
C -1.542 -1.919 -9.943 -0.68 0.99 2.37 -0.841
O -2.960 -1.630 -9.949 -0.95 -1.62 -1.51 -0.270
C -3.665 -1.718 -11.254 2.81 1.85 0.21 -0.836
N -1.905 -3.313 -7.887 -0.80 0.91 0.06 -0.508
H 0.645 -1.143 -8.381 0.03 0.02 -0.52 0.432
H 0.653 -2.919 -8.552 0.21 -0.02 0.11 0.422
H 0.408 -2.048 -6.998 -0.38 -0.56 0.20 0.075
H -1.696 -1.177 -7.863 -0.71 -0.07 -0.28 0.182
H -1.121 -2.809 -10.413 -0.84 -0.42 -0.31 0.353
H -0.949 -1.083 -10.313 -0.19 0.40 -0.23 0.392
H -3.463 -2.597 -11.867 -0.41 -0.55 0.66 0.317
H -3.093 -0.944 -11.766 -0.29 0.25 -0.85 0.331
H -4.686 -1.338 -11.269 0.02 -0.63 0.79 0.267
H -2.744 -3.575 -8.385 0.03 0.00 0.10 0.210
H -1.327 -4.116 -7.685 0.35 0.43 -0.35 0.208
C -4.595 -0.438 -2.716 -1.95 -0.16 -0.01 -1.462
C -4.040 0.737 -1.959 2.40 -2.22 0.24 0.664
C -3.487 0.245 -0.525 -1.79 0.80 -0.45 0.996
O -4.518 -0.042 0.450 0.45 -0.49 -1.11 -0.376
C -5.385 1.009 0.724 -0.93 -0.09 0.33 -0.786
N -2.913 1.142 -2.844 0.07 2.00 1.34 -0.649
H -5.517 -0.842 -2.298 0.07 -0.22 0.53 0.352
H -3.877 -1.252 -2.820 0.08 0.17 -0.07 0.104
H -4.956 -0.081 -3.680 0.50 -0.11 -0.34 0.392
H -4.762 1.543 -1.830 0.23 0.07 -0.21 0.432
H -2.907 1.032 -0.043 0.64 0.13 -0.46 -0.437
H -2.949 -0.696 -0.638 0.23 0.20 -0.05 -0.339
H -4.888 1.898 1.113 0.19 0.06 0.36 0.264
H -6.109 0.575 1.413 0.18 0.37 0.52 0.326
H -6.033 1.364 -0.078 0.26 -0.18 -0.69 0.309
H -2.228 0.487 -3.194 -0.77 -1.28 0.13 0.225
H -2.301 1.690 -2.256 0.14 1.01 -0.10 -0.040
C -2.632 -4.514 -0.749 2.48 2.24 0.28 -0.434
O -3.524 -5.465 -0.378 -2.29 -0.83 -0.93 -0.370
C -4.849 -5.190 -0.865 -1.01 -1.42 0.20 -0.341
C -5.714 -6.467 -0.666 1.82 0.98 0.33 -0.915
N -5.883 -6.762 0.768 0.12 1.62 -1.79 -0.263
C -6.748 -7.845 0.975 -0.48 -0.66 2.01 -0.806
C -7.041 -8.003 2.526 0.15 0.23 -2.09 -0.510
O -5.853 -8.386 3.211 -0.44 -0.12 0.63 -0.290
C -6.067 -8.879 4.554 0.18 -0.27 -0.85 -0.721
H -2.879 -3.757 -1.493 -1.06 -0.16 -0.24 0.083
H -1.685 -4.871 -1.155 0.03 -0.89 0.06 0.279
H -2.340 -3.928 0.122 0.07 0.24 0.26 0.167
H -4.922 -4.992 -1.934 0.79 0.10 -0.30 0.391
H -5.329 -4.337 -0.386 0.28 0.11 0.48 0.302
H -5.156 -7.243 -1.189 0.22 -0.50 -0.01 0.353
H -6.605 -6.364 -1.286 -0.58 0.17 0.76 0.478
H -4.971 -6.943 1.161 0.09 0.02 0.08 0.239
H -6.372 -8.767 0.531 0.27 -0.66 0.35 0.392
H -7.691 -7.719 0.442 -0.26 0.50 0.24 0.445
H -7.896 -8.673 2.436 0.16 -1.00 1.22 0.380
H -7.430 -7.074 2.944 0.09 0.26 -0.14 0.301
H -5.136 -9.256 4.978 0.20 -0.43 -0.73 0.235
H -6.807 -9.669 4.426 -0.04 -0.12 0.72 0.317
H -6.322 -8.172 5.343 -0.77 0.66 -0.54 0.274
C 1.555 3.558 2.358 -0.19 -0.32 0.10 0.231
O 1.981 2.430 1.599 -0.61 1.36 0.98 1.076
C 0.908 1.528 1.158 3.69 1.69 0.31 1.176
C 1.878 0.535 0.539 0.06 -0.50 1.20 -1.624
N 1.165 -0.489 -0.082 -1.56 -1.43 -2.60 2.004
C 0.374 -0.168 -1.255 -0.99 -1.80 -2.37 -0.394
C -0.001 -1.508 -2.028 -0.01 -0.05 0.79 0.102
O -0.733 -1.147 -3.154 -0.01 1.37 -2.06 0.761
C -1.155 -2.032 -4.210 0.88 -0.47 1.14 -1.057
H 1.074 3.213 3.273 -0.48 0.11 0.06 -0.236
H 0.896 4.206 1.781 -0.46 -0.09 -0.04 -0.841
H 2.351 4.223 2.694 0.63 -0.44 -0.32 0.415
H 0.324 2.067 0.411 -0.44 -0.26 0.04 -0.089
H 0.354 1.162 2.023 -0.23 -0.11 -0.14 -0.635
H 2.454 -0.062 1.245 -0.07 0.65 1.17 -0.008
H 2.717 1.004 0.025 -0.70 0.29 -0.90 0.057
H 0.463 -0.793 0.578 0.20 -0.74 0.24 -0.842
H 0.853 0.411 -2.045 0.79 0.14 0.38 0.058
H -0.598 0.321 -1.201 -0.13 0.38 1.06 0.065
H -0.668 -2.189 -1.498 0.16 -0.03 1.00 0.169
H 0.928 -2.050 -2.202 0.16 -0.06 -0.54 -0.739
H -0.447 -2.839 -4.402 0.19 -0.27 0.51 0.308
H -1.158 -1.546 -5.185 -0.52 0.62 0.37 0.190
H -2.112 -2.450 -3.899 -0.16 -0.07 -0.51 0.242
C 7.628 2.887 3.758 -0.04 -0.10 0.54 -0.767
O 6.859 1.711 3.761 -1.32 -0.90 -0.80 -0.316
C 5.994 1.498 4.891 0.32 -0.70 0.88 -0.406
C 5.060 0.247 4.791 -0.27 0.32 -1.86 -0.852
N 3.633 0.454 4.686 -1.93 0.44 1.53 0.053
C 2.918 0.797 5.947 -0.32 -0.48 -0.68 -0.929
C 1.360 0.858 5.787 2.46 -0.26 0.39 0.413
O 0.929 0.673 7.131 -0.16 0.87 -0.39 -0.482
C -0.480 0.616 7.289 0.84 -0.56 -0.59 -0.150
H 8.403 2.894 2.992 -0.23 -0.64 -0.27 0.251
H 8.167 2.917 4.705 -0.05 0.66 0.28 0.323
H 7.010 3.759 3.544 -0.05 0.27 0.47 0.297
H 5.263 2.269 5.133 0.47 0.91 -0.34 0.313
H 6.688 1.364 5.721 -0.16 0.17 0.50 0.407
H 5.080 -0.504 5.581 1.07 0.14 0.04 0.473
H 5.277 -0.181 3.812 0.64 -0.58 0.16 0.215
H 3.258 1.048 3.960 0.62 0.14 -0.41 0.014
H 3.265 1.733 6.384 -0.07 0.36 0.04 0.261
H 3.047 0.057 6.736 0.49 -0.37 -0.28 0.453
H 1.024 0.063 5.121 -0.17 -0.31 0.07 0.048
H 1.199 1.805 5.273 -1.00 0.43 0.49 0.005
H -0.674 0.185 8.271 -0.10 0.26 -0.03 0.302
H -0.783 -0.095 6.520 -0.88 0.02 0.00 0.105
H -0.932 1.597 7.144 -0.20 -0.14 0.13 -0.004
C 1.336 7.806 2.202 -0.35 -0.94 0.20 -0.530
C 1.817 7.731 3.659 -0.43 0.55 -1.31 -0.304
O 2.900 6.785 3.663 -0.48 0.65 0.84 -0.453
H 0.318 8.165 2.048 0.22 0.81 0.14 0.341
H 1.245 6.797 1.800 0.27 -0.29 0.13 -0.181
H 2.110 8.290 1.606 -0.36 0.32 -0.12 0.348
H 1.018 7.539 4.375 0.10 -1.02 -0.08 0.228
H 2.071 8.752 3.944 0.83 0.00 0.14 0.320
H 3.704 7.303 3.581 0.17 -0.15 0.03 0.272
C 5.129 -2.949 1.461 -0.71 0.18 1.05 -1.262
C 4.574 -2.762 0.045 0.40 0.87 0.03 0.034
O 3.209 -3.131 -0.200 1.02 -0.99 0.42 -0.545
H 4.602 -2.348 2.202 -0.04 0.68 -0.21 0.152
H 6.188 -2.697 1.517 -0.01 0.27 -0.31 0.371
H 5.065 -3.896 1.998 -0.18 -0.74 -0.98 0.376
H 5.334 -3.169 -0.621 -0.55 -1.07 -0.48 0.357
H 4.696 -1.717 -0.238 -0.19 0.47 0.45 0.157
H 2.699 -2.407 -0.569 0.06 0.52 0.17 0.114
C -1.619 5.452 0.244 -0.79 -0.38 1.17 -0.556
C -1.965 5.073 -1.188 0.37 0.48 -0.27 -0.301
O -1.297 3.874 -1.516 -0.52 -1.06 0.04 -0.406
H -1.573 6.474 0.620 0.86 0.38 -0.95 0.408
H -0.788 4.804 0.522 0.38 0.63 0.23 -0.089
H -2.400 5.157 0.945 -0.39 -0.77 -0.18 0.146
H -1.624 5.765 -1.958 -0.32 0.75 0.29 0.198
H -3.040 4.924 -1.293 0.10 -0.15 -0.21 0.385
H -0.356 4.027 -1.397 0.46 0.00 -0.10 0.097
C 3.096 3.373 -2.988 0.74 -2.26 -1.25 -1.016
C 2.688 4.551 -2.295 -0.25 2.59 0.65 -0.245
O 1.764 4.169 -1.291 -0.53 0.22 0.41 -0.164
H 2.178 2.843 -3.242 0.15 -0.42 -0.09 0.255
H 3.727 2.779 -2.327 -0.08 -0.40 -0.16 0.114
H 3.633 3.572 -3.915 0.09 0.08 0.01 0.435
H 2.242 5.251 -3.002 -0.51 0.15 0.09 0.300
H 3.536 5.105 -1.892 0.10 -0.03 0.41 0.297
H 2.052 4.472 -0.427 0.11 -0.03 0.06 -0.047
C -1.255 -2.187 3.585 0.72 0.11 0.51 -0.957
C 0.033 -2.304 2.718 -0.61 -0.10 0.88 0.363
O -0.359 -2.545 1.418 -1.02 -0.70 -2.17 -0.306
H -2.155 -2.215 2.970 0.18 0.04 -0.11 0.268
H -1.283 -1.295 4.212 0.07 0.27 -0.20 -0.048
H -1.304 -2.996 4.314 -0.07 -0.24 -0.19 0.396
H 0.627 -3.157 3.045 0.32 0.35 0.42 0.469
H 0.628 -1.395 2.630 0.26 0.19 1.01 -0.315
H 0.140 -3.265 1.027 0.13 0.06 -0.03 0.206
C 5.124 3.121 0.797 -1.83 -1.13 0.87 -0.014
C 6.072 3.496 -0.255 0.25 -0.82 -0.69 -0.327
O 6.443 4.765 0.064 1.44 2.94 0.71 -0.560
H 4.245 3.763 0.854 -0.16 -0.06 -0.40 -0.010
H 5.523 3.174 1.810 0.62 0.06 -0.19 -0.023
H 4.815 2.082 0.686 -0.30 -0.03 -0.04 0.055
H 5.734 3.556 -1.290 -0.71 -0.84 -0.06 0.242
H 6.881 2.766 -0.209 0.55 0.03 -0.22 0.279
H 6.716 5.275 -0.702 0.14 -0.15 0.01 0.314
```
Forces are in eV/Å.

Its energy above the lowest of the compared OMol25 structures with the same formula, charge and spin is 8.033 eV. Its LUMO energy is 0.424 eV. The HOMO energy comes out at -0.306 Eh. The calculation puts the frontier orbital gap at 8.8 eV. The spin multiplicity is 1. The value obtained for the electronic energy is -92904.7029 eV.

CH3NO4 | ωB97M-V/def2-TZVPD

```
9
Properties=species:S:1:pos:R:3:forces:R:3:mulliken_charge:R:1
C -0.081 0.362 -0.194 4.68 -0.65 -2.95 0.141
N 0.566 -0.788 0.563 -1.82 -1.21 0.43 0.918
O 0.013 -1.891 0.461 -0.53 0.89 -0.58 -0.633
O 1.562 -0.607 1.166 1.37 0.80 0.69 -0.512
O 0.193 1.538 0.347 -0.50 1.32 0.25 -0.423
O -1.279 0.208 -0.631 -2.30 -4.52 0.42 -0.439
H 0.981 -0.131 -1.413 -2.05 1.59 2.19 0.175
H -0.564 2.184 0.234 1.09 -1.30 0.01 0.346
H -1.390 -0.874 -0.535 0.06 3.09 -0.45 0.427
```
Forces are in eV/Å.

Its energy above the lowest of the compared OMol25 structures with the same formula, charge and spin is 3.511 eV. Its LUMO energy is -0.353 eV. The HOMO energy comes out at -0.363 Eh. The calculation puts the frontier orbital gap at 9.5 eV. The spin multiplicity is 1. The value obtained for the electronic energy is -10760.0035 eV.